Record 1
# C10H13F3NO

A molecular structure, C10H13F3NO in a non-equilibrium geometry (ωB97M-V/def2-TZVPD, the OMol25 dataset).

ORCA input file:
```
! wB97M-V def2-TZVPD RIJCOSX def2/J DEFGRID3
* xyz 1 1
C 3.0169 0.2414 -1.5771
O 1.6296 0.6425 -1.5460
C 0.8005 -0.2138 -0.8655
C -0.6464 0.0034 -1.2152
C -1.5762 -1.0696 -1.3500
C -2.9462 -0.7575 -1.4573
C -3.3849 0.5712 -1.4385
C -2.4513 1.6036 -1.3879
C -1.0808 1.3365 -1.3109
H 3.6015 1.1587 -1.5292
H 3.2944 -0.4248 -0.7493
H 3.1965 -0.2714 -2.5215
H 1.1663 -1.2658 -0.8484
H -1.2058 -2.1141 -1.3147
H -3.6696 -1.5735 -1.5393
H -4.4468 0.7924 -1.5554
H -2.7714 2.6400 -1.3889
H -0.3271 2.1335 -1.2634
F 0.3240 -1.7870 4.1036
C 0.9486 -0.7608 3.4554
F 1.0754 0.2698 4.3404
F 2.2289 -1.1931 3.1656
C 0.2428 -0.4236 2.1587
N 1.0123 0.1697 1.0192
H -0.0676 -1.3900 1.8018
H -0.6333 0.1882 2.3924
H 1.9337 0.3213 1.4321
H 0.7360 1.1730 0.9892
*
```

**Energy above the lowest of the compared OMol25 structures with the same formula, charge and spin**: 0.34 kcal per mole
**LUMO**: -4.01 eV

---

Record 2
# C4H9NOS

2 unconnected molecules or ions with the total composition C4H9NOS in a non-equilibrium geometry (ωB97M-V/def2-TZVPD, the OMol25 dataset).

ORCA input file:
```
! wB97M-V def2-TZVPD RIJCOSX def2/J DEFGRID3
* xyz 0 1
O -2.9922 1.3678 -0.1783
C -2.0317 0.7897 0.2534
N -0.5959 1.8081 0.6833
C -0.6059 1.0088 -0.4360
C 0.2787 -0.2070 -0.3901
S 1.0784 -3.1738 -0.3526
C 1.5793 0.0441 0.3826
H -2.1220 -0.0266 0.9674
H -0.9966 2.7322 0.4723
H -0.6563 1.4922 -1.3992
H -0.2460 -1.0746 0.0554
H 0.4836 -0.5524 -1.4138
H 1.1302 -4.5169 -0.3574
H 2.2246 -0.8235 0.3216
H 2.0946 0.8807 -0.0328
H 1.3770 0.2514 1.4243
*
```

**Energy above the lowest of the compared OMol25 structures with the same formula, charge and spin**: 166.00 kcal per mole
**LUMO**: -4.25 eV

---

Record 3
# C16H21N3O2S

2 unconnected molecules or ions with the total composition C16H21N3O2S in a non-equilibrium geometry (ωB97M-V/def2-TZVPD, the OMol25 dataset).

ORCA input file:
```
! wB97M-V def2-TZVPD RIJCOSX def2/J DEFGRID3
* xyz 0 1
C -4.6525 0.1237 4.5075
C -3.4015 -0.2269 3.7753
C -2.1700 -0.1247 4.4025
C -1.0048 -0.4365 3.7293
C -1.0519 -0.8550 2.4205
S 0.4713 -1.2882 1.5472
O 1.4637 -1.6810 2.6063
O 0.0753 -2.2631 0.4729
N 0.8945 0.1658 0.8613
C 1.9665 0.1311 0.1945
C 2.5231 1.2867 -0.4929
C 3.6999 1.1976 -1.2359
C 4.2106 2.3083 -1.8739
C 3.5593 3.5236 -1.7818
C 2.3937 3.6259 -1.0472
C 1.8813 2.5170 -0.4088
C -2.2663 -0.9681 1.7865
C -3.4334 -0.6567 2.4570
H -5.5320 -0.0058 3.8739
H -4.7779 -0.5064 5.3904
H -4.6275 1.1641 4.8378
H -2.1372 0.1965 5.4287
H -0.0495 -0.3762 4.2227
H 2.5048 -0.8078 0.1314
H 4.2106 0.2516 -1.3032
H 5.1215 2.2315 -2.4478
H 3.9583 4.3924 -2.2826
H 1.8833 4.5733 -0.9733
H 0.9769 2.5797 0.1722
H -2.2906 -1.3222 0.7697
H -4.3842 -0.7511 1.9631
C 1.4445 -2.4581 -3.2208
N 0.7242 -1.2028 -3.1688
N -0.7233 -1.3880 -3.1119
C -1.4363 -0.8251 -4.2392
H 2.5180 -2.3016 -3.3254
H 1.2458 -3.0485 -2.3270
H 1.0988 -3.0279 -4.0814
H 1.0436 -0.6183 -2.3865
H -1.0981 -1.0779 -2.2068
H -2.5061 -1.0281 -4.1841
H -1.2734 0.2500 -4.2972
H -1.0532 -1.2727 -5.1542
*
```

**Energy above the lowest of the compared OMol25 structures with the same formula, charge and spin**: 92.23 kcal per mole
**SMILES**: Cc1ccc(S(=O)(=O)/N=C/c2ccccc2)cc1.CNNC
**LUMO**: -0.60 eV

---

Record 4
# C19H18F3NO4

A single C19H18F3NO4 molecule (ωB97M-V/def2-TZVPD, the OMol25 dataset).

ORCA input file:
```
! wB97M-V def2-TZVPD RIJCOSX def2/J DEFGRID3
* xyz 0 1
C -5.6203 -1.3832 0.3739
C -4.3693 -1.1338 1.1925
O -3.4617 -0.3655 0.3878
C -2.3024 -0.0849 0.9340
O -1.9792 -0.2556 2.0730
C -1.3856 0.7223 -0.0524
N -0.1331 0.0170 -0.1772
C -0.1040 -1.3412 -0.0696
O -1.1260 -1.9768 0.0962
C 1.2380 -1.9582 -0.1996
C 2.4015 -1.3084 0.2031
C 3.6243 -1.9409 0.0696
C 3.6972 -3.2166 -0.4662
C 2.5401 -3.8719 -0.8552
C 1.3141 -3.2491 -0.7161
O -1.2893 1.9663 0.5554
C -0.4667 2.9837 -0.0278
C 1.0109 2.7077 0.0890
C 1.5661 2.4651 1.3422
C 2.9190 2.2039 1.4652
C 3.7298 2.1891 0.3403
C 3.1827 2.4284 -0.9088
C 1.8272 2.6842 -1.0366
C -2.0188 0.8205 -1.4703
F -2.4127 -0.3490 -1.9653
F -3.0581 1.6564 -1.5109
F -1.1171 1.2955 -2.3623
H -6.3221 -1.9777 0.9514
H -6.0867 -0.4395 0.1047
H -5.3625 -1.9159 -0.5368
H -3.8677 -2.0683 1.4620
H -4.5840 -0.5731 2.1085
H 0.6972 0.5556 -0.3799
H 2.3567 -0.3269 0.6512
H 4.5239 -1.4359 0.3888
H 4.6556 -3.7029 -0.5717
H 2.5943 -4.8701 -1.2629
H 0.3995 -3.7438 -1.0053
H -0.7276 3.8646 0.5662
H -0.7461 3.1748 -1.0684
H 0.9238 2.4690 2.2096
H 3.3428 2.0146 2.4400
H 4.7864 1.9901 0.4378
H 3.8103 2.4152 -1.7870
H 1.3993 2.8649 -2.0122
*
```

**Energy above the lowest of the compared OMol25 structures with the same formula, charge and spin**: 2.23 kcal per mole
**SMILES**: CCOC(=O)[C@](NC(=O)c1ccccc1)(OCc1ccccc1)C(F)(F)F
**LUMO**: 0.73 eV

---

Record 5
# C18H20CoN2O7S2Se2

A molecular structure, C18H20CoN2O7S2Se2 in a non-equilibrium geometry (ωB97M-V/def2-TZVPD, the OMol25 dataset).

ORCA input file:
```
! wB97M-V def2-TZVPD RIJCOSX def2/J DEFGRID3
* xyz -1 5
Co -0.0759 0.2439 0.3061
O -4.8795 2.6794 3.3561
C -3.5762 2.3468 3.8356
C -2.6045 2.0938 2.6718
C -2.4350 3.3881 1.8897
O -1.8609 3.0477 0.6523
C -3.1922 0.9766 1.8145
Se -2.4288 0.3995 0.1045
C -1.3235 1.6299 3.3588
Se 0.3212 1.3718 2.3505
H -5.4458 2.8524 4.1126
H -3.6270 1.4489 4.4607
H -3.1733 3.1629 4.4469
H -1.8108 4.0618 2.4926
H -3.4127 3.8608 1.7579
H -1.2806 3.7058 0.2568
H -4.2198 1.2019 1.5315
H -3.1782 0.0499 2.3952
H -1.5327 0.6828 3.8611
H -1.0536 2.3501 4.1361
O 4.5726 5.1811 -2.6939
C 5.1841 4.0368 -2.2971
O 6.3619 3.9027 -2.5036
C 4.3275 3.0191 -1.6307
C 4.8421 1.7320 -1.4824
C 4.0910 0.7181 -0.9211
C 2.7863 0.9736 -0.4717
C 2.2843 2.2775 -0.5843
C 3.0380 3.2750 -1.1638
N 1.9218 0.0217 0.0393
C 2.3381 -1.1886 0.4179
C 1.3968 -2.1411 0.8569
C 1.7551 -3.4357 1.3061
C 0.7851 -4.2927 1.7402
C -0.5649 -3.8830 1.7302
C -0.8499 -2.6186 1.2674
N 0.0798 -1.7619 0.8431
H 3.6196 5.1029 -2.5580
H 5.8414 1.5339 -1.8473
H 4.5189 -0.2753 -0.8782
H 1.2867 2.5067 -0.2172
H 2.5740 4.2548 -1.2248
H 3.3873 -1.4674 0.4059
H 2.7995 -3.7209 1.3008
H 1.0527 -5.2826 2.0892
H -1.3609 -4.5331 2.0630
H -1.8719 -2.2595 1.2184
O -2.3114 3.3522 -2.5560
S -0.9112 3.1739 -2.2845
O -0.3818 3.9181 -1.1651
O -0.0266 3.0564 -3.4182
S -0.8255 1.0388 -1.7267
*
```

**Energy above the lowest of the compared OMol25 structures with the same formula, charge and spin**: 62.51 kcal per mole
**LUMO (spin up / spin down)**: 1.09 / 1.08 eV

---

Record 6
# C42H41BrO2P2Pd

A molecular structure, C42H41BrO2P2Pd in a non-equilibrium geometry (ωB97M-V/def2-TZVPD, the OMol25 dataset).

ORCA input file:
```
! wB97M-V def2-TZVPD RIJCOSX def2/J DEFGRID3
* xyz 2 5
Pd 0.9624 2.2763 -3.7378
C 2.0620 2.4481 -2.1733
C 1.0142 2.5754 -1.2282
C -0.4326 2.7258 -1.3422
C -0.7465 4.0157 -2.1558
C -0.2512 3.7958 -3.5729
C 1.0554 4.1940 -4.0259
C 2.1404 4.7963 -3.1324
C 2.8743 3.7672 -2.2472
C -2.0886 -2.5978 -0.3129
H 2.6933 1.5502 -2.0353
H 1.3987 2.8860 -0.2273
H -0.8715 2.7704 -0.3430
H -0.8727 1.8389 -1.8389
H -1.8284 4.2029 -2.1696
H -0.2619 4.8882 -1.6855
H -1.0392 3.7650 -4.3388
H 1.1086 4.4828 -5.0886
H 1.7334 5.6180 -2.5240
H 2.8872 5.2325 -3.8106
H 3.8752 3.5635 -2.6371
H 3.0058 4.1743 -1.2319
H -1.0051 -2.7440 -0.1706
H -2.4157 -3.1385 -1.2116
H -2.6170 -3.0046 0.5607
P 1.0242 1.1139 1.1248
P -2.5411 -0.8787 -0.4635
C -0.2293 -0.1040 0.7844
C -1.5503 0.1665 0.5782
C 1.0490 1.5598 2.8749
C 0.7890 2.9064 3.2180
C 0.8506 3.3065 4.5522
C 1.1598 2.3748 5.5534
C 1.3917 1.0350 5.2135
C 1.3261 0.6214 3.8802
C 2.5723 0.2462 0.7358
C 2.5946 -0.6421 -0.3531
C 3.7560 -1.3506 -0.6502
C 4.9195 -1.1313 0.0918
C 4.9285 -0.1691 1.1066
C 3.7623 0.5313 1.4219
C -4.2827 -0.6381 -0.0741
C -4.6484 -0.2282 1.2184
C -5.9995 -0.1302 1.5607
C -6.9890 -0.4616 0.6287
C -6.6273 -0.8742 -0.6591
C -5.2791 -0.9681 -1.0117
C -2.2843 -0.3520 -2.1784
C -1.1909 -0.8732 -2.8846
C -0.9569 -0.4661 -4.1977
C -1.7763 0.4977 -4.7917
C -2.8132 1.0783 -4.0611
C -3.0866 0.6406 -2.7626
H 0.1402 -1.1446 0.7883
H -2.0433 1.0427 1.0270
H 0.5542 3.6221 2.4264
H 0.6594 4.3506 4.8178
H 1.2176 2.6940 6.5950
H 1.6303 0.3079 5.9941
H 1.4954 -0.4275 3.6125
H 1.7061 -0.7903 -0.9656
H 3.7400 -2.0796 -1.4611
H 5.8171 -1.7161 -0.1299
H 5.8459 0.0242 1.6647
H 3.7610 1.2837 2.2116
H -3.8737 0.0054 1.9498
H -6.2797 0.1941 2.5626
H -8.0431 -0.4077 0.9083
H -7.3952 -1.1303 -1.3885
H -5.0011 -1.3022 -2.0143
H -0.5322 -1.6038 -2.4092
H -0.1290 -0.9016 -4.7568
H -1.6001 0.8097 -5.8236
H -3.4260 1.8663 -4.5026
H -3.9330 1.0635 -2.2194
Br 3.9688 -4.7721 0.5936
C 2.6538 -5.4889 1.7348
C 2.7867 -6.7744 2.2788
C 1.8102 -7.2715 3.1535
C 0.6830 -6.4965 3.4444
C 0.5467 -5.2190 2.8948
C 1.5360 -4.7068 2.0469
C 1.4461 -3.2759 1.5504
O 1.6997 -2.4277 2.4445
O 1.1256 -3.1207 0.3452
H 3.6604 -7.3720 2.0243
H 1.9365 -8.2556 3.6016
H -0.0950 -6.8774 4.1089
H -0.3181 -4.5953 3.1167
*
```

**Energy above the lowest of the compared OMol25 structures with the same formula, charge and spin**: 6.41 kcal per mole
**LUMO (spin up / spin down)**: -5.96 / -8.77 eV

---

Going through the records in order, we get calculated total energy values of -818.15966, -685.75441, -1335.13459, -1390.17475, -8316.19215, -5159.28895 a.u..